{"formula": "C78H55NO11P", "method": "ωB97M-V/def2-TZVPD", "elements": ["C", "C", "P", "C", "C", "C", "C", "N", "C", "C", "O", "H", "H", "H", "H", "H", "H", "H", "H", "H", "H", "H", "H", "H", "H", "H", "C", "C", "C", "C", "C", "C", "C", "O", "C", "C", "C", "C", "C", "C", "C", "O", "H", "H", "H", "H", "H", "H", "H", "H", "C", "C", "C", "C", "C", "C", "C", "O", "C", "C", "C", "C", "C", "C", "C", "O", "H", "H", "H", "H", "H", "H", "H", "H", "C", "C", "C", "C", "C", "C", "C", "O", "C", "C", "C", "C", "C", "C", "C", "O", "H", "H", "H", "H", "H", "H", "H", "H", "C", "C", "C", "C", "C", "C", "C", "O", "C", "C", "C", "C", "C", "C", "C", "O", "H", "H", "H", "H", "H", "H", "H", "H", "C", "C", "C", "C", "C", "C", "C", "O", "C", "C", "C", "C", "C", "C", "C", "O", "H", "H", "H", "H", "H", "H", "H", "H"], "coordinates": [[3.5187, -2.4060, 1.2053], [2.9732, -2.6708, -0.0876], [2.2797, -3.2155, -1.8248], [2.6319, -5.1087, -1.9406], [3.4145, -5.5590, -3.3151], [5.0459, -5.6554, -3.1791], [5.7628, -4.3657, -2.4649], [6.2743, -4.7523, -1.0905], [7.2921, -3.7674, -0.5586], [7.4134, -2.1782, -0.9425], [8.1765, -4.2301, 0.3668], [4.3547, -2.1484, 2.0152], [3.0454, -2.5525, -2.8896], [0.8804, -2.8743, -1.8967], [1.5559, -5.6221, -1.9890], [3.1358, -5.5446, -0.9594], [3.0373, -6.6659, -3.5541], [3.0473, -4.9147, -4.2506], [5.3099, -6.6722, -2.6215], [5.4732, -5.7130, -4.2886], [5.1050, -3.4002, -2.3999], [6.7099, -4.0830, -3.1246], [5.5053, -4.7978, -0.3860], [8.5654, -1.8784, -1.0317], [6.9297, -1.5615, -0.0711], [6.9240, -1.8714, -1.9606], [-6.7012, -5.8065, -0.1837], [-6.7385, -7.1202, 0.2831], [-5.5877, -7.7059, 0.8130], [-4.3918, -6.9795, 0.8653], [-4.3486, -5.6746, 0.3761], [-5.5090, -5.0824, -0.1391], [-3.0809, -4.9162, 0.3807], [-3.0429, -3.7686, -0.0456], [-1.8589, -5.5636, 0.8980], [-0.6384, -4.8769, 0.8549], [0.5197, -5.4768, 1.3542], [0.4609, -6.7566, 1.9051], [-0.7525, -7.4451, 1.9442], [-1.9127, -6.8508, 1.4305], [-3.1840, -7.6011, 1.4439], [-3.2356, -8.7277, 1.9236], [-7.6004, -5.3469, -0.5882], [-7.6647, -7.6888, 0.2367], [-5.6256, -8.7302, 1.1803], [-5.4861, -4.0593, -0.5103], [-0.5845, -3.8761, 0.4293], [1.4673, -4.9439, 1.3150], [1.3615, -7.2212, 2.3008], [-0.7897, -8.4459, 2.3713], [-12.4070, -0.9838, -1.3685], [-12.9200, 0.0691, -0.6113], [-12.4428, 0.2977, 0.6803], [-11.4576, -0.5370, 1.2216], [-10.9625, -1.6046, 0.4737], [-11.4300, -1.8217, -0.8290], [-9.9592, -2.5212, 1.0528], [-9.5211, -3.4571, 0.3952], [-9.4983, -2.2989, 2.4378], [-8.5908, -3.1940, 3.0193], [-8.1396, -2.9837, 4.3241], [-8.5847, -1.8770, 5.0467], [-9.4930, -0.9869, 4.4719], [-9.9581, -1.2041, 3.1681], [-10.9460, -0.2768, 2.5819], [-11.3412, 0.6935, 3.2180], [-12.7723, -1.1565, -2.3785], [-13.6906, 0.7143, -1.0272], [-12.8442, 1.1248, 1.2636], [-11.0382, -2.6449, -1.4238], [-8.2359, -4.0587, 2.4609], [-7.4390, -3.6828, 4.7756], [-8.2278, -1.7090, 6.0605], [-9.8399, -0.1278, 5.0438], [7.9835, 5.2981, -1.2043], [8.7497, 6.1320, -0.3904], [9.8378, 5.6132, 0.3133], [10.1538, 4.2529, 0.2124], [9.3729, 3.4144, -0.5821], [8.2919, 3.9405, -1.3015], [9.6668, 1.9687, -0.6570], [8.9835, 1.2321, -1.3575], [10.7899, 1.4226, 0.1307], [11.0439, 0.0449, 0.1143], [12.1123, -0.4782, 0.8459], [12.9336, 0.3715, 1.5864], [12.6795, 1.7437, 1.6090], [11.5993, 2.2687, 0.8873], [11.3173, 3.7166, 0.9463], [12.0358, 4.4635, 1.6005], [7.1411, 5.7042, -1.7600], [8.5016, 7.1876, -0.3047], [10.4346, 6.2713, 0.9428], [7.6860, 3.2945, -1.9345], [10.4094, -0.6250, -0.4638], [12.3045, -1.5489, 0.8359], [13.7703, -0.0347, 2.1505], [13.3220, 2.4003, 2.1933], [3.6771, 9.9595, 1.7135], [3.0746, 10.4129, 2.8868], [3.6446, 10.1135, 4.1252], [4.8149, 9.3476, 4.1915], [5.4035, 8.8736, 3.0198], [4.8397, 9.1901, 1.7769], [6.6099, 8.0234, 3.0802], [7.1297, 7.6096, 2.0512], [7.1754, 7.6721, 4.3981], [8.2847, 6.8195, 4.4724], [8.8339, 6.4928, 5.7142], [8.2845, 7.0225, 6.8815], [7.1761, 7.8676, 6.8108], [6.6146, 8.1850, 5.5668], [5.4206, 9.0509, 5.5049], [4.9343, 9.5131, 6.5307], [3.2381, 10.2006, 0.7479], [2.1615, 11.0019, 2.8379], [3.1716, 10.4752, 5.0367], [5.3014, 8.8351, 0.8572], [8.7215, 6.4042, 3.5657], [9.6920, 5.8265, 5.7699], [8.7166, 6.7740, 7.8484], [6.7496, 8.2734, 7.7266], [-7.0970, 0.7194, -9.0279], [-8.3892, 0.1982, -9.0884], [-9.1376, 0.0496, -7.9195], [-8.5875, 0.4123, -6.6841], [-7.2867, 0.9104, -6.6210], [-6.5436, 1.0753, -7.7972], [-6.6786, 1.2496, -5.3183], [-5.5372, 1.6906, -5.2623], [-7.4620, 1.0416, -4.0842], [-6.8774, 1.3043, -2.8384], [-7.6158, 1.1230, -1.6670], [-8.9393, 0.6890, -1.7364], [-9.5225, 0.4212, -2.9757], [-8.7787, 0.5886, -4.1514], [-9.3930, 0.2685, -5.4551], [-10.5547, -0.1174, -5.5166], [-6.5171, 0.8438, -9.9398], [-8.8158, -0.0911, -10.0462], [-10.1476, -0.3531, -7.9749], [-5.5324, 1.4764, -7.7572], [-5.8456, 1.6465, -2.7756], [-7.1582, 1.3226, -0.7004], [-9.5170, 0.5546, -0.8245], [-10.5547, 0.0780, -3.0218]], "forces_ev_per_a": [[-2.5, -1.8, -9.9], [3.7, 1.7, 8.0], [1.9, -0.8, 2.8], [-1.0, -1.5, -0.4], [-0.1, -0.8, -0.5], [-0.2, 0.2, -0.7], [0.7, -0.2, -0.5], [0.7, 2.7, -0.1], [4.4, -2.0, 4.7], [0.5, -0.2, -0.4], [-5.8, 2.9, -5.7], [-2.4, -0.7, -1.9], [-0.9, -0.4, 1.2], [0.9, -0.2, 0.0], [2.2, 1.3, 0.2], [-1.0, 1.4, -2.0], [0.7, 2.5, 0.6], [0.9, -1.2, 2.1], [-0.4, 2.4, -1.1], [-1.0, -0.1, 2.5], [0.9, -1.7, -0.4], [-2.1, -0.6, 1.5], [0.9, -0.1, -0.7], [-2.7, -0.9, 0.4], [0.9, -1.2, -1.7], [0.7, -0.7, 2.0], [0.3, 0.1, 0.0], [0.4, 0.0, 0.1], [-0.3, 0.1, -0.1], [-0.5, -0.1, -0.1], [-0.5, 0.1, -0.1], [-0.2, -0.1, 0.0], [-0.4, 1.2, -0.5], [0.2, -0.6, 0.2], [0.7, 0.0, 0.1], [0.4, -0.2, 0.1], [-0.4, 0.1, -0.2], [-0.3, -0.2, 0.0], [0.3, 0.2, 0.0], [0.8, 0.1, 0.1], [-0.5, -1.6, 0.6], [0.2, 0.8, -0.3], [0.2, 0.0, 0.1], [0.2, 0.1, 0.0], [0.2, 0.3, 0.0], [0.1, -0.2, 0.1], [-0.3, -0.2, 0.1], [-0.1, 0.0, 0.1], [-0.2, 0.1, 0.0], [-0.2, 0.2, -0.1], [0.2, -0.2, 0.2], [0.2, 0.0, 0.3], [-0.1, 0.0, -0.3], [-0.4, 0.1, -0.5], [-0.3, 0.1, -0.5], [-0.2, 0.2, -0.1], [0.4, -1.0, -0.7], [-0.2, 0.4, 0.3], [0.4, -0.2, 0.5], [0.1, 0.1, 0.3], [-0.2, 0.0, -0.4], [-0.2, 0.2, -0.2], [0.2, -0.2, 0.1], [0.4, -0.2, 0.5], [-0.5, 1.3, 0.8], [0.3, -0.7, -0.4], [0.1, 0.0, 0.2], [0.2, -0.1, 0.1], [0.2, -0.2, 0.0], [0.0, 0.2, 0.3], [-0.2, 0.3, 0.0], [-0.1, 0.1, -0.1], [-0.1, 0.0, -0.2], [0.0, -0.2, -0.3], [0.2, -0.3, 0.1], [0.2, -0.2, 0.1], [-0.2, 0.1, -0.2], [-0.4, 0.5, -0.1], [-0.4, 0.4, -0.2], [-0.1, 0.3, 0.1], [-0.7, -0.6, -0.7], [0.2, 0.2, 0.3], [0.3, -0.5, 0.2], [0.3, -0.1, 0.2], [-0.3, 0.2, -0.2], [-0.2, 0.3, -0.1], [0.0, -0.3, 0.0], [0.4, -0.5, 0.2], [0.9, 1.0, 0.8], [-0.5, -0.5, -0.4], [0.2, -0.1, 0.1], [0.0, -0.2, 0.0], [0.0, -0.3, -0.1], [0.3, 0.0, 0.2], [0.1, 0.3, 0.1], [-0.1, 0.2, 0.0], [-0.2, 0.1, -0.1], [-0.3, 0.0, -0.2], [0.3, -0.2, 0.1], [0.2, -0.1, 0.3], [-0.2, 0.1, -0.3], [-0.5, 0.3, -0.4], [-0.4, 0.3, -0.4], [-0.3, 0.2, 0.0], [0.5, -0.4, -1.1], [-0.2, 0.2, 0.5], [0.4, -0.3, 0.3], [0.1, -0.1, 0.3], [-0.2, 0.1, -0.3], [-0.3, 0.2, -0.1], [0.2, -0.2, 0.0], [0.5, -0.3, 0.4], [-0.6, 0.6, 1.3], [0.3, -0.3, -0.7], [0.1, 0.0, 0.2], [0.2, -0.1, 0.0], [0.3, -0.2, -0.1], [0.0, 0.0, 0.3], [-0.2, 0.2, 0.1], [-0.2, 0.1, 0.0], [-0.1, 0.1, -0.2], [0.0, 0.0, -0.3], [0.1, 0.1, 0.4], [-0.1, 0.0, 0.4], [0.2, 0.0, -0.3], [0.1, -0.1, -0.6], [0.1, 0.0, -0.6], [-0.1, -0.1, -0.3], [1.3, 0.5, 0.0], [-0.6, -0.3, 0.0], [0.0, 0.0, 0.7], [-0.2, -0.1, 0.3], [0.1, 0.0, -0.4], [-0.1, 0.0, -0.4], [0.2, 0.1, 0.2], [-0.1, 0.0, 0.7], [-1.4, -0.5, -0.1], [0.7, 0.2, 0.1], [-0.1, 0.0, 0.2], [0.1, 0.1, 0.2], [0.2, 0.1, 0.2], [-0.3, -0.1, 0.2], [-0.3, -0.1, -0.2], [-0.1, 0.0, -0.2], [0.1, 0.0, -0.2], [0.3, 0.1, -0.2]], "mulliken_charge": [-0.12, -0.21, 0.18, -0.47, -0.72, -0.62, -0.27, -0.25, 0.32, -0.29, -0.55, 0.37, 0.26, 0.25, 0.47, 0.33, 0.32, 0.31, 0.32, 0.30, 0.00, 0.44, 0.23, -0.06, 0.27, 0.24, -0.39, -0.61, -0.57, 0.21, 0.34, -0.71, 0.52, -0.70, 0.31, -0.83, -0.24, -0.78, -0.55, 0.16, 0.68, -0.66, 0.44, 0.44, 0.46, 0.50, 0.54, 0.50, 0.42, 0.48, -0.58, -0.45, -0.77, 0.24, 0.42, -0.42, 0.41, -0.70, 0.16, -0.51, -0.58, -0.46, -0.65, 0.33, 0.58, -0.68, 0.49, 0.42, 0.47, 0.42, 0.56, 0.42, 0.39, 0.47, -0.56, -0.37, -0.53, 0.19, 0.26, -0.54, 0.54, -0.71, 0.15, -0.40, -0.61, -0.39, -0.66, 0.43, 0.55, -0.68, 0.40, 0.33, 0.50, 0.44, 0.35, 0.42, 0.39, 0.47, -0.52, -0.46, -0.58, 0.26, 0.23, -0.48, 0.37, -0.62, 0.11, -0.58, -0.61, -0.40, -0.68, 0.45, 0.56, -0.68, 0.40, 0.39, 0.45, 0.46, 0.67, 0.42, 0.39, 0.46, -0.45, -0.49, -0.49, 0.17, 0.13, -0.55, 0.69, -0.69, 0.25, -0.59, -0.82, 0.06, -0.71, 0.05, 0.52, -0.68, 0.39, 0.39, 0.45, 0.45, 0.46, 0.43, 0.40, 0.64], "e_tot_ev": -115067.0070, "orbital_gap_ev": 6.37, "total_charge": 1, "homo_ev": -10.8720, "relative_energy_kcal_mol": 156.1}